C16H16Br48 as an isolated structure at a distorted geometry, computed with ωB97M-V/def2-TZVPD.

Geometry as XYZ:
```
80
C16H16Br48, DFT ωB97M-V/def2-TZVPD
C -5.00 -1.57 -3.67
Br -4.37 -2.24 -5.29
Br -6.36 -0.27 -3.89
Br -3.64 -0.84 -2.59
H -5.51 -2.39 -3.16
C 1.34 -2.31 5.69
Br 1.06 -4.09 6.13
Br 0.19 -1.29 6.77
Br 1.07 -1.95 3.87
H 2.36 -2.05 5.94
C -6.37 3.27 -1.20
Br -7.02 4.44 0.14
Br -7.79 2.93 -2.41
Br -5.52 1.69 -0.58
H -5.56 3.83 -1.68
C -3.45 -2.19 3.18
Br -4.86 -2.96 4.22
Br -4.06 -1.24 1.63
Br -2.17 -3.52 2.77
H -2.93 -1.48 3.83
C -1.27 -5.82 -3.04
Br -0.05 -4.52 -2.50
Br -1.21 -5.98 -4.92
Br -2.99 -5.28 -2.46
H -1.10 -6.79 -2.62
C -1.39 1.71 -4.63
Br 0.48 1.70 -4.84
Br -2.22 1.23 -6.25
Br -2.05 3.33 -3.89
H -1.62 0.89 -3.95
C -4.49 1.71 5.00
Br -3.62 0.30 5.93
Br -3.47 2.44 3.57
Br -4.98 3.01 6.26
H -5.37 1.30 4.51
C 1.92 2.38 5.24
Br 2.71 1.47 3.77
Br 2.58 1.90 6.97
Br 0.01 2.41 5.22
H 2.21 3.41 5.11
C 0.95 -2.82 -5.59
Br -0.83 -2.30 -5.21
Br 2.18 -1.61 -4.90
Br 1.26 -3.21 -7.42
H 1.04 -3.75 -5.05
C 2.14 -6.94 1.91
Br 2.51 -6.83 3.77
Br 1.32 -5.39 1.33
Br 0.96 -8.39 1.50
H 3.12 -7.12 1.44
C 1.55 6.94 -2.13
Br 2.39 5.19 -1.96
Br 0.11 6.94 -3.34
Br 2.65 8.36 -2.63
H 1.11 7.12 -1.15
C -1.83 6.22 0.30
Br -3.17 6.02 1.62
Br -0.40 5.03 0.64
Br -1.23 7.97 0.21
H -2.22 5.93 -0.67
C 4.79 0.16 -3.05
Br 6.66 0.07 -2.98
Br 4.11 1.86 -2.62
Br 4.11 -1.13 -1.84
H 4.43 -0.19 -4.02
C 5.57 -2.79 1.06
Br 4.07 -1.94 1.78
Br 5.07 -4.40 0.21
Br 6.96 -3.10 2.25
H 5.92 -2.15 0.26
C 5.81 1.76 0.68
Br 4.62 3.24 0.87
Br 6.17 1.06 2.39
Br 7.42 2.36 -0.10
H 5.34 1.03 0.02
C -0.14 0.05 0.02
Br 0.60 -1.63 0.45
Br 0.98 0.95 -1.21
Br -0.55 1.06 1.54
H -1.05 -0.17 -0.54
```

The relative energy (zero: lowest compared OMol25 entry of this formula, charge and spin) is 8.2 kJ/mol. Its total energy is -124171.75321 Eh. As for the max |F|: 1.839 eV/A.


C16H16Br5FIN3 as an isolated structure at a distorted geometry, computed with ωB97M-V/def2-TZVPD.

Geometry as XYZ:
```
42
C16H16Br5FIN3, DFT ωB97M-V/def2-TZVPD
C -2.47 3.23 1.03
C -2.11 2.54 -0.29
Br -3.00 3.61 -1.68
C -0.53 2.56 -0.44
Br -0.06 3.62 -2.05
C 0.10 1.15 -0.65
I 2.27 1.48 -0.84
C -0.35 0.60 -1.94
N -0.84 0.01 -2.79
C -0.12 0.14 0.55
C -0.03 0.91 1.82
N 0.30 1.49 2.75
C -1.52 -0.59 0.52
C -2.46 -0.26 1.70
C -3.78 -1.03 1.43
F -4.44 -1.33 2.60
C 0.93 -0.97 0.54
C 1.80 -1.21 1.60
C 2.74 -2.23 1.60
N 2.87 -3.07 0.57
C 2.05 -2.82 -0.45
C 1.09 -1.83 -0.56
H -3.55 3.22 1.19
H -1.93 2.78 1.88
H -2.15 4.27 0.96
H -2.53 1.54 -0.41
H -0.05 3.12 0.37
H -2.08 -0.41 -0.40
H -1.34 -1.66 0.57
H -2.10 -0.65 2.65
H -2.73 0.79 1.75
H -4.42 -0.44 0.76
H -3.52 -1.96 0.91
H 1.76 -0.56 2.47
H 3.39 -2.38 2.46
H 2.12 -3.50 -1.29
H 0.47 -1.74 -1.44
C 5.30 -1.78 -3.55
Br 4.69 -0.59 -4.94
Br 6.64 -0.94 -2.44
Br 3.84 -2.45 -2.49
H 5.77 -2.62 -4.04
```

The relative energy (zero: lowest compared OMol25 entry of this formula, charge and spin) is 0.0 kJ/mol. Its total energy is -14051.09713 Eh. As for the max |F|: 1.842 eV/A.


C16H16CeCl3F5O as an isolated structure at a distorted geometry, computed with ωB97M-V/def2-TZVPD.

Geometry as XYZ:
```
42
C16H16CeCl3F5O, DFT ωB97M-V/def2-TZVPD
C -0.62 1.10 -2.51
C -0.78 -0.29 -2.79
C 0.49 -0.91 -2.68
C -2.05 -0.97 -3.12
C 1.44 0.08 -2.33
C 0.76 1.33 -2.25
C 1.38 2.63 -1.94
C -1.70 2.10 -2.47
C 0.75 -2.35 -2.88
C 2.87 -0.16 -2.06
Ce -1.23 -0.79 1.24
Cl -2.31 -2.76 0.36
Cl -3.39 0.49 0.57
Cl 0.97 -2.06 0.66
H -2.90 -0.29 -2.99
H -2.21 -1.84 -2.46
H -2.04 -1.33 -4.16
H -0.03 -2.96 -2.38
H 1.72 -2.63 -2.45
H 0.75 -2.61 -3.94
H 2.99 -1.03 -1.40
H 3.32 0.71 -1.57
H 3.43 -0.35 -2.99
H 2.29 2.50 -1.34
H 0.68 3.26 -1.37
H 1.65 3.17 -2.86
H -2.57 1.70 -1.93
H -2.01 2.40 -3.48
H -1.36 3.00 -1.93
O -0.09 1.18 0.57
H 0.26 1.86 1.16
F 2.16 -0.85 3.47
C 1.03 -0.69 4.20
C -0.20 -0.48 3.60
C -1.27 -0.11 4.39
F -2.48 0.18 3.81
C -1.16 -0.03 5.79
F -2.21 0.37 6.55
C 0.05 -0.39 6.39
F 0.15 -0.44 7.74
C 1.15 -0.71 5.59
F 2.32 -1.04 6.17
```

As for the charge: -2. Its total energy is -3049.65249 Eh. As for the max |F|: 5.705 eV/A.